Here is C67H84As3CrGe2N3OS5 as an isolated structure from OMol25. Energies are from wB97M-V/def2-TZVPD.

The HOMO-LUMO gap (spin up / spin down) comes out at 6.913 / 7.066 eV. The net charge is -1. The spin multiplicity is 2. For the LUMO energy (spin up / spin down), the calculation gives 0.080 / 0.086 hartree. Its energy is -16739.85798 hartree.

XYZ file:
```
166
Properties=species:S:1:pos:R:3:forces:R:3
Cr 0.157 1.195 -1.014 0.2 0.7 0.9
N 2.514 2.120 -4.545 0.0 0.0 -0.1
C 1.644 1.944 -3.504 -0.4 -0.1 0.8
S 1.738 0.479 -2.592 0.4 -0.2 -0.2
N 0.818 2.906 -3.244 0.6 0.8 -1.4
N 0.082 2.798 -2.119 -0.9 1.0 0.8
C -0.611 3.870 -1.815 1.2 -0.8 -0.7
C -1.329 4.095 -0.612 -0.4 -0.3 1.1
C -1.898 5.364 -0.398 0.1 -0.1 -0.1
C -2.498 5.700 0.790 -0.1 0.2 -0.1
C -2.534 4.768 1.830 0.0 -0.1 0.0
C -2.017 3.509 1.655 0.0 -0.1 0.0
C -1.431 3.120 0.434 0.1 0.7 -0.6
O -1.031 1.899 0.283 0.0 -0.2 -0.1
H 2.909 1.276 -4.924 0.0 0.0 -0.1
H 2.252 2.839 -5.200 0.0 0.0 0.0
H -0.525 4.697 -2.518 -0.1 -0.1 -0.1
H -1.829 6.089 -1.200 0.0 0.1 0.0
H -2.927 6.682 0.925 0.0 0.1 0.0
H -2.970 5.035 2.782 0.0 0.0 0.1
H -2.016 2.778 2.450 0.0 -0.1 0.1
C 0.023 -1.871 -4.013 0.1 -0.2 0.0
As -0.893 -0.153 -4.254 -0.1 -0.5 -1.0
C -0.148 0.091 -6.107 -0.1 0.1 0.3
C -2.625 -1.040 -4.758 0.1 0.0 -0.1
C -3.906 -0.231 -4.564 0.0 -0.2 0.1
C -5.107 -1.121 -4.926 0.1 0.1 0.0
C -4.083 0.127 -3.086 0.0 0.1 0.1
As -3.041 1.560 -2.160 -1.1 0.2 0.0
C -4.228 3.119 -2.593 0.2 -0.2 0.0
C -4.005 1.133 -0.498 -0.1 0.0 0.1
C -3.898 1.024 -5.440 0.1 0.2 0.0
As -4.715 0.888 -7.238 0.1 0.2 -0.2
C -3.370 -0.158 -8.245 -0.1 0.0 0.2
C -4.087 2.654 -7.849 0.0 0.0 0.0
H -0.348 -2.614 -4.720 -0.1 0.0 -0.1
H -0.147 -2.221 -2.998 0.0 0.0 0.0
H 1.097 -1.749 -4.148 -0.1 0.1 -0.1
H -0.263 -0.804 -6.721 -0.1 -0.1 0.1
H 0.918 0.295 -6.002 0.0 0.0 0.0
H -0.606 0.941 -6.613 0.0 0.0 0.0
H -2.690 -1.924 -4.117 0.1 -0.1 0.0
H -2.573 -1.390 -5.794 0.1 -0.1 0.0
H -5.190 -1.940 -4.214 0.0 -0.1 0.1
H -4.998 -1.538 -5.929 0.0 -0.1 0.0
H -6.031 -0.540 -4.895 -0.1 0.0 0.0
H -3.852 -0.767 -2.497 0.0 0.0 0.1
H -5.139 0.362 -2.910 0.0 0.1 0.1
H -5.279 2.834 -2.659 0.0 -0.1 0.0
H -3.925 3.595 -3.526 0.0 0.0 0.0
H -4.116 3.852 -1.794 0.1 0.0 0.1
H -5.085 1.147 -0.665 0.0 0.0 -0.1
H -3.757 1.842 0.287 0.0 0.1 0.0
H -3.708 0.140 -0.164 0.0 0.0 -0.1
H -2.870 1.402 -5.511 -0.1 0.1 -0.1
H -4.491 1.799 -4.940 0.0 0.0 -0.2
H -3.557 -1.227 -8.150 0.0 0.0 0.1
H -2.365 0.054 -7.892 0.1 0.0 0.0
H -3.438 0.102 -9.302 -0.1 0.1 0.0
H -4.549 3.439 -7.253 0.0 0.0 0.1
H -4.360 2.819 -8.892 0.0 -0.1 0.0
H -3.006 2.737 -7.755 0.1 0.0 0.0
C 0.168 4.644 6.057 0.0 -0.1 -0.1
C 1.211 3.825 5.356 0.1 0.1 0.0
C 1.500 2.533 5.773 0.0 0.0 -0.1
C 2.459 1.770 5.130 0.0 0.0 0.0
C 2.763 0.375 5.584 0.0 0.0 0.0
C 3.157 2.317 4.050 -0.1 0.3 0.2
C 2.894 3.619 3.629 0.0 0.0 0.0
C 3.660 4.249 2.506 0.0 0.0 -0.1
C 1.910 4.349 4.282 -0.1 -0.1 0.0
C 4.267 1.548 3.445 0.2 0.0 0.1
C 5.514 1.624 4.060 0.0 0.0 0.0
C 6.598 0.940 3.545 0.1 0.0 0.1
C 6.439 0.182 2.400 0.0 0.0 0.0
C 5.201 0.098 1.771 0.2 0.0 0.1
C 4.105 0.776 2.302 -0.9 -0.1 -0.4
Ge 2.303 0.669 1.395 0.0 -0.4 0.5
S 1.976 2.347 0.037 -0.1 -0.5 -0.1
S 0.422 0.499 2.693 0.3 -0.4 -0.7
Ge -0.175 -1.084 1.108 0.5 -0.7 0.9
S -1.131 -0.749 -0.839 0.2 -0.3 0.2
S 2.011 -1.468 0.580 -0.5 0.6 0.1
C -1.137 -2.606 2.066 0.4 0.8 -0.5
C -1.698 -2.430 3.328 -0.1 -0.2 0.1
C -2.407 -3.468 3.932 0.0 0.0 0.0
C -2.556 -4.689 3.309 0.0 0.0 0.0
C -1.979 -4.875 2.069 0.0 0.0 0.0
C -1.284 -3.846 1.440 -0.1 -0.2 0.0
C -0.739 -4.171 0.100 0.1 -0.2 -0.3
C 0.550 -4.684 -0.032 -0.1 0.0 0.0
C 1.438 -4.887 1.159 0.0 0.0 0.0
C 1.004 -5.066 -1.287 -0.1 0.1 -0.1
C 0.192 -4.980 -2.406 0.1 -0.1 0.1
C 0.711 -5.379 -3.757 0.0 0.0 0.1
C -1.107 -4.519 -2.247 0.0 0.0 0.1
C -1.584 -4.113 -1.012 0.0 -0.1 0.0
C -2.990 -3.620 -0.864 0.0 0.0 0.0
C -1.637 -1.205 4.160 -0.2 0.3 0.3
C -2.534 -0.159 3.942 0.0 -0.2 0.0
C -3.371 -0.142 2.703 0.1 0.0 0.0
C -2.630 0.857 4.880 0.1 0.0 0.1
C -1.865 0.847 6.035 0.0 0.1 0.0
C -2.061 1.890 7.096 0.0 -0.1 0.0
C -0.943 -0.176 6.211 0.0 0.0 0.0
C -0.815 -1.200 5.289 -0.1 0.0 0.0
C 0.191 -2.295 5.482 -0.1 0.0 0.0
C 5.089 -0.696 0.528 0.1 -0.2 -0.3
C 5.003 -2.087 0.573 0.2 0.0 0.0
C 5.047 -2.840 1.872 0.0 0.0 0.0
C 4.838 -2.792 -0.613 0.1 0.1 -0.1
C 4.743 -2.140 -1.830 0.1 0.0 0.0
C 4.465 -2.887 -3.100 0.0 0.1 0.1
C 4.900 -0.760 -1.862 0.0 -0.1 0.1
C 5.092 -0.029 -0.703 0.1 0.0 -0.1
C 5.345 1.447 -0.766 -0.1 0.1 0.0
H 0.182 4.452 7.129 -0.1 0.0 0.1
H -0.818 4.385 5.675 -0.1 0.0 0.0
H 0.331 5.707 5.887 0.0 0.1 0.0
H 0.971 2.113 6.618 -0.1 -0.1 0.1
H 2.161 0.113 6.449 -0.1 -0.1 0.1
H 3.818 0.268 5.837 0.1 -0.1 0.0
H 2.544 -0.326 4.780 0.0 -0.2 0.0
H 4.652 3.813 2.411 0.1 0.0 0.0
H 3.752 5.323 2.656 0.0 0.1 0.0
H 3.134 4.082 1.565 0.0 0.0 -0.1
H 1.697 5.355 3.946 0.0 0.1 0.0
H 5.622 2.242 4.942 0.0 0.0 0.1
H 7.564 1.007 4.028 0.0 0.0 0.0
H 7.279 -0.350 1.972 0.0 0.0 0.0
H -2.847 -3.292 4.905 0.0 0.0 0.1
H -3.114 -5.484 3.784 0.0 -0.1 0.0
H -2.064 -5.827 1.562 0.0 -0.1 -0.1
H 0.979 -4.489 2.060 0.1 0.0 0.1
H 2.388 -4.383 1.000 0.1 0.0 0.0
H 1.632 -5.951 1.303 0.0 0.0 0.1
H 2.012 -5.442 -1.388 0.2 -0.1 0.0
H 1.171 -6.366 -3.721 0.0 -0.1 0.0
H 1.468 -4.670 -4.089 0.1 0.1 -0.1
H -0.090 -5.394 -4.493 0.0 0.0 -0.1
H -1.757 -4.465 -3.110 -0.1 0.0 -0.1
H -3.552 -3.769 -1.783 -0.1 0.0 -0.1
H -2.973 -2.556 -0.634 -0.1 0.1 0.0
H -3.500 -4.127 -0.047 -0.1 0.0 0.0
H -3.913 -1.080 2.579 -0.1 0.0 -0.1
H -2.719 -0.024 1.836 -0.1 0.1 -0.2
H -4.079 0.683 2.706 0.0 0.1 0.0
H -3.332 1.663 4.717 -0.1 0.1 0.0
H -2.610 2.741 6.700 0.0 0.1 0.0
H -1.107 2.237 7.486 0.1 0.1 0.1
H -2.629 1.472 7.929 0.0 0.1 0.1
H -0.326 -0.183 7.099 0.1 0.0 0.1
H 0.876 -2.056 6.292 0.1 0.0 0.1
H 0.764 -2.431 4.565 0.1 -0.1 0.0
H -0.301 -3.241 5.711 0.1 -0.1 0.0
H 5.173 -2.169 2.716 0.0 -0.1 0.1
H 5.868 -3.558 1.870 0.0 -0.1 0.0
H 4.116 -3.387 2.009 -0.1 -0.1 0.1
H 4.752 -3.871 -0.576 -0.1 -0.1 0.0
H 4.413 -3.959 -2.918 0.0 -0.1 -0.1
H 5.237 -2.692 -3.845 0.0 0.0 -0.1
H 3.511 -2.555 -3.509 -0.1 0.0 -0.1
H 4.846 -0.239 -2.807 0.0 0.1 -0.1
H 5.461 1.769 -1.797 0.0 0.1 -0.1
H 6.243 1.704 -0.202 0.1 0.0 0.0
H 4.517 2.007 -0.332 0.0 0.1 -0.1
```
Positions in Å, forces in eV/Å.